No. 1
Molecular formula: C15H16N4O3S2
Method: DFT, the ωB97M-V functional and the def2-TZVPD basis

Geometry as ORCA input:
```
! RIJCOSX wB97M-V def2-TZVPD def2/J DEFGRID3
* xyz 0 1
C 1.23 0.85 5.57
O 1.14 0.46 4.22
C -0.08 0.04 3.74
C -1.25 0.00 4.48
C -2.43 -0.44 3.89
C -2.44 -0.83 2.57
C -1.28 -0.80 1.82
C -0.10 -0.36 2.39
N 1.11 -0.28 1.71
C 1.38 -0.59 0.43
N 0.54 -1.08 -0.44
N 1.08 -1.29 -1.63
C 2.31 -0.97 -1.73
S 3.24 -1.06 -3.20
C 2.50 0.34 -4.14
C 1.10 -0.02 -4.55
O 0.86 -0.62 -5.57
N 0.07 0.31 -3.68
C -1.25 -0.25 -3.94
C -1.94 -0.16 -2.59
C -1.31 1.08 -1.97
C 0.08 1.10 -2.55
O 1.02 1.74 -2.14
S 3.00 -0.34 -0.22
H 0.59 1.72 5.77
H 2.27 1.12 5.73
H 0.96 0.04 6.25
H -1.27 0.31 5.51
H -3.34 -0.46 4.47
H -3.36 -1.18 2.11
H -1.27 -1.12 0.79
H 1.88 0.09 2.27
H 2.55 1.23 -3.52
H 3.13 0.42 -5.02
H -1.15 -1.26 -4.32
H -1.76 0.36 -4.70
H -3.03 -0.09 -2.68
H -1.69 -1.04 -1.99
H -1.27 1.05 -0.88
H -1.82 1.99 -2.27
*
```

Calculated values
HOMO level (eV): -8.0576
Structure (SMILES): COc1ccccc1Nc1nnc(SCC(=O)N2CCCC2=O)s1
Gap between HOMO and LUMO (eV): 8.514
Strongest force on any atom (eV/A): 1.67
Energy (eV): -49588.138

=====

No. 2
Molecular formula: C30H24F2N7O3Ru
Method: DFT, the ωB97M-V functional and the def2-TZVPD basis

Geometry as ORCA input:
```
! RIJCOSX wB97M-V def2-TZVPD def2/J DEFGRID3
* xyz 0 2
Ru -0.83 -0.25 -0.03
C 1.20 -2.71 3.00
O 2.00 -1.70 3.57
C 1.74 -0.37 3.41
C 2.59 0.45 4.12
C 2.49 1.84 4.07
C 1.55 2.42 3.26
C 0.70 1.64 2.47
C -0.22 2.32 1.62
N -0.89 1.81 0.63
N -1.65 2.61 -0.09
C -2.63 2.03 -0.79
O -2.94 0.82 -0.63
C -3.30 2.87 -1.80
C -2.87 4.16 -2.07
C -3.43 4.88 -3.10
C -4.42 4.32 -3.89
C -4.87 3.03 -3.63
C -4.31 2.31 -2.59
C 0.71 0.20 2.57
O -0.18 -0.52 2.01
H 1.77 -3.63 3.16
H 1.04 -2.57 1.93
H 0.23 -2.78 3.50
H 3.35 -0.03 4.73
H 3.16 2.43 4.67
H 1.48 3.50 3.21
H -0.36 3.39 1.80
H -2.08 4.59 -1.46
H -3.09 5.89 -3.31
H -4.85 4.88 -4.71
H -5.64 2.60 -4.24
H -4.64 1.31 -2.37
N 3.71 1.02 -0.19
C 2.36 1.07 -0.27
N 1.60 0.04 -0.34
C 2.16 -1.23 -0.38
N 1.39 -2.29 -0.46
N 0.10 -2.16 -0.40
C -0.71 -3.16 -0.74
C -2.09 -3.02 -0.49
C -3.07 -3.91 -0.96
C -4.39 -3.67 -0.69
C -4.73 -2.55 0.08
C -3.72 -1.71 0.52
N -2.45 -1.93 0.24
C 3.59 -1.37 -0.32
C 4.24 -2.61 -0.36
C 5.62 -2.67 -0.29
C 6.37 -1.51 -0.18
C 5.75 -0.27 -0.14
C 4.37 -0.20 -0.21
H 4.26 1.86 -0.14
H 1.90 2.06 -0.28
H -0.29 -4.04 -1.22
H -2.76 -4.76 -1.55
H -5.16 -4.33 -1.06
H -5.76 -2.34 0.33
H -3.93 -0.84 1.11
H 3.63 -3.49 -0.45
H 6.11 -3.63 -0.32
H 7.45 -1.57 -0.11
H 6.32 0.64 -0.05
F 0.12 -0.69 -2.72
C -0.79 0.11 -2.07
F -0.30 1.38 -2.27
H -1.72 0.03 -2.65
*
```

Calculated values
HOMO level (spin up / spin down) (eV): -6.4242 / -6.4602
Gap between HOMO and LUMO (spin up / spin down) (eV): 4.950 / 4.997
Strongest force on any atom (eV/A): 4.37
Energy (eV): -56087.162

=====

No. 3
Molecular formula: C3H2N2O2
Method: DFT, the ωB97M-V functional and the def2-TZVPD basis

Geometry as ORCA input:
```
! RIJCOSX wB97M-V def2-TZVPD def2/J DEFGRID3
* xyz 0 1
N 1.17 0.12 -1.48
C 0.15 0.74 -1.13
C -0.63 1.23 -0.20
O -1.51 1.84 0.33
H 1.37 -0.07 -2.35
N -0.18 -0.72 1.84
C -0.13 -1.25 0.78
O -0.12 -1.97 -0.13
H -0.13 0.08 2.34
*
```

Calculated values
HOMO level (spin up / spin down) (eV): -8.6652 / -8.6646
Structure (SMILES): N=C=C=O.N=C=O
Gap between HOMO and LUMO (spin up / spin down) (eV): 7.182 / 7.181
Strongest force on any atom (eV/A): 6.55
Energy (eV): -10214.783

=====

No. 4
Molecular formula: C5H9CeO3
Method: DFT, the ωB97M-V functional and the def2-TZVPD basis

Geometry as ORCA input:
```
! RIJCOSX wB97M-V def2-TZVPD def2/J DEFGRID3
* xyz 2 2
O -1.07 -0.79 -1.59
C -0.54 -0.32 -0.57
O 0.48 0.46 -0.76
C 1.74 0.25 -0.06
C -1.20 -0.40 0.89
H -0.47 -0.33 1.71
C -2.41 0.51 1.08
H -2.17 1.44 1.61
H -2.81 0.83 0.10
H -3.18 -0.03 1.65
C 2.85 0.58 -1.02
H 1.79 -0.80 0.25
H 1.76 0.89 0.82
H 2.99 -0.21 -1.76
H 3.79 0.68 -0.45
H 2.66 1.53 -1.54
Ce -2.71 -2.54 -1.07
O -1.48 -1.76 0.69
*
```

Calculated values
HOMO level (spin up / spin down) (eV): -17.5491 / -17.5603
Gap between HOMO and LUMO (spin up / spin down) (eV): 7.210 / 7.599
Strongest force on any atom (eV/A): 5.54
Energy (eV): -24383.762

=====

No. 5
Molecular formula: C17H18N2O5
Method: DFT, the ωB97M-V functional and the def2-TZVPD basis

Geometry as ORCA input:
```
! RIJCOSX wB97M-V def2-TZVPD def2/J DEFGRID3
* xyz 0 1
C 5.37 2.62 -1.08
C 4.77 1.43 -0.44
C 3.48 1.08 -0.16
C 3.61 -0.19 0.45
N 2.63 -1.03 0.95
C 1.29 -0.78 0.91
O 0.79 0.24 0.49
C 0.44 -1.91 1.52
O -0.70 -2.15 0.72
C -0.45 -2.38 -0.57
O 0.67 -2.42 -1.03
C -1.71 -2.61 -1.39
O -2.90 -2.29 -0.73
C -3.13 -0.97 -0.40
C -4.32 -0.72 0.27
C -4.66 0.56 0.66
C -3.80 1.60 0.38
C -2.61 1.35 -0.30
C -2.26 0.08 -0.70
C -1.83 2.62 -0.48
C -2.86 3.72 -0.18
C -3.92 3.05 0.72
N 4.87 -0.55 0.54
O 5.59 0.45 -0.02
H 6.13 3.06 -0.44
H 5.84 2.34 -2.02
H 4.59 3.36 -1.28
H 2.58 1.62 -0.36
H 2.98 -1.92 1.27
H 1.02 -2.83 1.63
H 0.05 -1.58 2.49
H -1.77 -3.69 -1.60
H -1.60 -2.09 -2.35
H -4.97 -1.56 0.48
H -5.59 0.73 1.19
H -1.32 -0.08 -1.21
H -1.39 2.71 -1.47
H -1.01 2.63 0.25
H -2.41 4.59 0.29
H -3.32 4.04 -1.11
H -4.92 3.45 0.54
H -3.68 3.20 1.78
*
```

Calculated values
HOMO level (eV): -8.1409
Structure (SMILES): Cc1cc(NC(=O)COC(=O)COc2ccc3c(c2)CCC3)no1
Gap between HOMO and LUMO (eV): 8.834
Strongest force on any atom (eV/A): 1.36
Energy (eV): -31138.184

=====

No. 6
Molecular formula: CH3F3NS
Method: DFT, the ωB97M-V functional and the def2-TZVPD basis

Geometry as ORCA input:
```
! RIJCOSX wB97M-V def2-TZVPD def2/J DEFGRID3
* xyz 1 1
C -1.01 -0.64 0.88
N 0.19 -0.46 0.24
S 0.75 0.74 -0.65
F 2.20 0.36 -0.62
F 0.56 0.18 -2.09
F 1.16 2.45 -0.93
H -2.03 -0.47 0.38
H -1.02 -0.46 1.89
H -0.79 -1.70 0.90
*
```

Calculated values
HOMO level (spin up / spin down) (eV): -17.2491 / -17.2457
Structure (SMILES): C[N+]#S(F)(F)F
Gap between HOMO and LUMO (spin up / spin down) (eV): 8.164 / 8.161
Strongest force on any atom (eV/A): 4.29
Energy (eV): -21549.701

=====

No. 7
Molecular formula: C7H10NO
Method: DFT, the ωB97M-V functional and the def2-TZVPD basis

Geometry as ORCA input:
```
! RIJCOSX wB97M-V def2-TZVPD def2/J DEFGRID3
* xyz 1 1
C -1.37 -1.06 0.92
C -0.65 0.19 0.54
N 0.40 -0.05 -0.45
C 0.86 -1.31 -0.87
C 1.95 -1.16 -1.70
C 2.11 0.21 -1.71
O 1.25 0.84 -0.92
C -1.35 1.54 0.43
C -0.39 1.30 1.49
H -0.81 -1.99 1.36
H -1.76 -1.60 -0.01
H -2.23 -0.77 1.55
H 0.30 -2.17 -0.74
H 2.35 -1.92 -2.28
H 2.95 0.89 -2.02
H -2.39 1.57 0.76
H -1.17 2.37 -0.30
H 0.66 1.65 1.43
H -0.71 1.45 2.53
*
```

Calculated values
HOMO level (eV): -14.2945
Structure (SMILES): CC1([n+]2ccco2)CC1
Gap between HOMO and LUMO (eV): 9.701
Strongest force on any atom (eV/A): 5.20
Energy (eV): -10948.464

=====

> Which of these has the lowest energy?

C30H24F2N7O3Ru